# 1
The molecule C4H8O2. Source: OMol25; level of theory: ωB97M-V with the def2-TZVPD basis set.

XYZ file:
```
14
Properties=species:S:1:pos:R:3:forces:R:3
C -1.2951 0.6918 -0.5217 -0.008 0.003 0.005
C 0.2195 0.5092 -0.5993 -0.162 0.046 -0.280
O 0.8630 1.2021 0.4845 0.063 0.200 0.068
C 1.1451 -0.0350 1.1628 0.110 -0.212 0.256
C 0.8182 -0.8284 -0.1053 0.212 0.228 -0.089
O -0.0394 -1.9292 0.0024 -0.191 -0.004 -0.109
H -1.7206 0.2893 0.4053 0.150 0.026 -0.119
H -1.5000 1.7675 -0.5291 0.051 -0.155 -0.022
H -1.8324 0.2585 -1.3756 0.192 -0.016 0.098
H 0.5834 0.8467 -1.5774 0.011 0.047 0.176
H 0.4323 -0.2419 1.9725 0.092 0.081 -0.094
H 2.1690 -0.0684 1.5492 -0.150 -0.008 -0.084
H 1.7216 -1.1203 -0.6559 -0.192 0.108 0.059
H -0.8581 -1.6475 -0.4179 -0.178 -0.346 0.136
```
Forces are in eV/Å.

As for the HOMO-LUMO gap: 10.70 eV. The largest force on an atom comes out at 0.0080 Eh/bohr. As for the total energy: -307.6406 Ha. The calculation puts the lowest unoccupied orbital energy at 0.90 eV. For the energy relative to the best compared isomer or geometry (same formula, charge and spin), the calculation gives 1.955 eV. The value obtained for the HOMO energy is -9.80 eV. Its structure (SMILES) is C[C@H]1OC[C@H]1O.

# 2
A structure of composition C4H8O2. Source: OMol25; level of theory: ωB97M-V with the def2-TZVPD basis set.

XYZ file:
```
14
Properties=species:S:1:pos:R:3:forces:R:3
C -1.3325 0.0095 -1.9634 -0.472 -0.406 -0.738
C -1.1961 -0.2787 -0.6679 -2.663 -0.758 -0.961
O -1.0384 -1.6242 -0.4418 1.151 0.491 0.765
C 0.9810 -0.0757 0.7133 2.092 -1.194 2.859
C 1.6569 0.8125 1.5347 1.179 3.455 -1.241
O 0.4700 -0.6656 1.7313 -2.055 -1.664 -2.362
H -0.8721 -0.6837 -2.6693 -0.240 -0.130 0.248
H -2.2908 0.3957 -2.3126 0.860 1.570 -0.005
H 0.8465 1.9391 -0.2854 0.703 -0.898 1.411
H -1.6549 0.3370 0.1315 0.391 -0.580 -0.318
H -0.8948 -1.7252 0.4972 0.406 -0.404 0.713
H 1.4479 -0.5010 -0.2082 -1.451 0.263 0.367
H 1.1353 1.3453 2.3295 0.099 -0.202 -0.508
H 2.7420 0.7149 1.6111 -0.001 0.458 -0.231
```
Forces are in eV/Å.

As for the HOMO-LUMO gap (alpha / beta): 7.04 / 7.04 eV. The largest force on an atom comes out at 0.0750 Eh/bohr. As for the total energy: -307.3601 Ha. The calculation puts the lowest unoccupied orbital energy (alpha / beta) at -0.92 / -0.92 eV. For the energy relative to the best compared isomer or geometry (same formula, charge and spin), the calculation gives 9.588 eV. The value obtained for the HOMO energy (alpha / beta) is -7.96 / -7.96 eV.

# 3
The molecule C4H8O2. Source: OMol25; level of theory: ωB97M-V with the def2-TZVPD basis set.

XYZ file:
```
14
Properties=species:S:1:pos:R:3:forces:R:3
C 1.3764 0.2514 -0.2889 -0.281 0.012 -1.039
C 0.1378 -0.2110 0.4608 -0.226 0.032 -0.458
O 0.2440 -0.8276 1.7090 -0.054 0.134 -0.043
C -0.6967 -0.8610 -0.6318 -0.309 -0.175 0.079
O -0.9074 0.4346 -1.2519 -0.885 1.016 1.528
C -0.6898 1.0523 0.2129 -0.845 -0.242 -1.180
H 0.6439 0.5829 -1.2570 3.604 -0.071 1.868
H 2.0583 -0.5485 -0.5885 -0.066 -0.027 0.191
H 1.9264 1.0298 0.2812 -0.367 -0.305 -0.637
H -0.6283 -1.1929 1.9290 0.345 0.157 0.000
H -1.6756 -1.2004 -0.2889 0.006 -0.316 0.175
H -0.2024 -1.6388 -1.2314 -0.204 0.476 -0.206
H -1.7178 1.1268 0.5326 -0.175 -0.154 0.630
H -0.1354 2.0047 0.3785 -0.542 -0.537 -0.908
```
Forces are in eV/Å.

As for the HOMO-LUMO gap: 10.39 eV. The largest force on an atom comes out at 0.0789 Eh/bohr. As for the total energy: -307.5706 Ha. The calculation puts the lowest unoccupied orbital energy at 0.76 eV. For the energy relative to the best compared isomer or geometry (same formula, charge and spin), the calculation gives 3.860 eV. The value obtained for the HOMO energy is -9.63 eV. Its structure (SMILES) is CC1(O)COC1.

# 4
The molecule C4H8O2. Source: OMol25; level of theory: ωB97M-V with the def2-TZVPD basis set.

XYZ file:
```
14
Properties=species:S:1:pos:R:3:forces:R:3
C 2.0688 0.3217 -0.5524 0.469 0.124 -0.061
O 0.7244 -0.0041 -0.7539 0.193 -0.093 -0.086
C 0.1254 -0.4285 0.4332 0.266 -0.300 0.220
C -1.3008 -0.6859 0.1388 0.336 0.116 -0.073
C -1.9161 0.6684 -0.1717 -0.870 -0.675 2.502
O -3.0535 0.6716 0.2168 -1.562 1.643 -0.873
H 2.4663 0.6468 -1.5131 0.095 -0.002 0.100
H 2.6322 -0.5523 -0.1938 0.007 0.141 -0.069
H 2.1756 1.1331 0.1846 0.019 -0.091 -0.117
H 0.1684 0.3764 1.1991 0.204 -0.267 -0.160
H 0.5800 -1.3268 0.8554 0.475 -0.036 -0.009
H -1.7649 -1.0557 1.0766 -0.051 0.404 -0.658
H -1.5354 -1.4222 -0.6361 0.484 0.145 -0.055
H -1.3705 1.6575 -0.2835 -0.065 -1.107 -0.660
```
Forces are in eV/Å.

As for the HOMO-LUMO gap: 10.44 eV. The largest force on an atom comes out at 0.0532 Eh/bohr. As for the total energy: -307.6282 Ha. The calculation puts the lowest unoccupied orbital energy at 0.98 eV. For the energy relative to the best compared isomer or geometry (same formula, charge and spin), the calculation gives 2.293 eV. The value obtained for the HOMO energy is -9.47 eV. Its structure (SMILES) is COCCC=O.

# 5
The molecule C4H8O2. Source: OMol25; level of theory: ωB97M-V with the def2-TZVPD basis set.

XYZ file:
```
14
Properties=species:S:1:pos:R:3:forces:R:3
C 1.3583 -0.9209 -0.1850 -0.014 -0.015 0.060
C 0.0498 -0.1932 -0.0080 0.139 0.088 -0.039
C 0.1507 1.2882 0.3160 0.300 -0.060 -0.107
O -1.1142 1.8607 0.5288 -0.103 -0.034 0.184
C -1.2019 -0.7099 -0.5576 -0.130 -0.038 -0.233
O -0.9385 -0.7768 0.8473 -0.036 -0.183 0.227
H 1.9339 -0.9057 0.7459 -0.051 -0.001 -0.097
H 1.9567 -0.4295 -0.9626 -0.132 -0.070 0.135
H 1.2023 -1.9608 -0.4841 -0.021 0.145 0.101
H 0.6400 1.8479 -0.4862 -0.050 -0.099 0.041
H 0.7797 1.3626 1.2199 -0.052 0.082 -0.151
H -1.5741 1.2410 1.1183 0.029 0.189 -0.080
H -1.2364 -1.7009 -1.0009 0.123 0.182 -0.249
H -1.9578 0.0016 -0.8870 -0.001 -0.187 0.209
```
Forces are in eV/Å.

As for the HOMO-LUMO gap: 11.13 eV. The largest force on an atom comes out at 0.0065 Eh/bohr. As for the total energy: -307.6436 Ha. The calculation puts the lowest unoccupied orbital energy at 0.96 eV. For the energy relative to the best compared isomer or geometry (same formula, charge and spin), the calculation gives 1.874 eV. The value obtained for the HOMO energy is -10.18 eV. Its structure (SMILES) is C[C@@]1(CO)CO1.

# 6
A cluster of 2 separate species, C4H8O2 in total. Source: OMol25; level of theory: ωB97M-V with the def2-TZVPD basis set.

XYZ file:
```
14
Properties=species:S:1:pos:R:3:forces:R:3
C -0.1890 -0.7534 2.6542 -0.128 -0.428 -0.461
C 0.4590 0.0551 1.8258 0.397 0.627 0.269
C 0.3889 0.0217 0.3667 0.116 -0.309 0.318
C 0.6108 1.0900 -0.3826 -0.096 -0.077 -0.647
O 0.5313 0.9762 -1.7509 -0.001 0.383 -0.369
H -0.1885 -0.6475 3.7303 0.196 -0.007 -0.067
H -0.7565 -1.5735 2.2204 -0.145 0.073 0.239
H 1.1034 0.8378 2.2345 -0.327 0.010 0.020
H 0.1424 -0.9168 -0.1255 -0.118 0.146 0.030
H 0.8518 2.0841 -0.0285 0.035 -0.063 0.264
H 0.4823 1.8453 -2.1785 0.083 -0.346 0.337
O -1.4565 -0.9014 -3.0638 0.089 0.143 -0.079
H -0.6897 -0.3563 -2.8321 -0.152 -0.143 0.136
H -1.2896 -1.7613 -2.6701 0.050 -0.009 0.009
```
Forces are in eV/Å.

As for the HOMO-LUMO gap: 9.25 eV. The largest force on an atom comes out at 0.0153 Eh/bohr. As for the total energy: -307.6393 Ha. The calculation puts the lowest unoccupied orbital energy at 0.64 eV. For the energy relative to the best compared isomer or geometry (same formula, charge and spin), the calculation gives 1.989 eV. The value obtained for the HOMO energy is -8.61 eV. Its structure (SMILES) is C=C/C=C/O.O.

# 7
The molecule C4H8O2. Source: OMol25; level of theory: ωB97M-V with the def2-TZVPD basis set.

XYZ file:
```
14
Properties=species:S:1:pos:R:3:forces:R:3
O 0.4645 2.0745 -0.0775 0.108 0.093 -0.063
C 0.2079 0.7697 0.3853 -0.127 -0.349 0.106
C 0.8323 -0.3464 -0.4472 0.046 -0.014 -0.059
C -0.0514 -1.5229 -0.0537 0.251 -0.155 -0.031
O -1.3540 -0.9802 0.1433 -0.111 -0.040 0.019
C -1.2752 0.4361 0.2316 -0.039 0.269 0.031
H 1.3962 2.1184 -0.3118 -0.002 0.161 0.037
H 0.5099 0.6562 1.4400 -0.028 0.084 -0.169
H 0.7047 -0.0953 -1.5079 0.021 -0.065 0.133
H 1.8957 -0.5135 -0.2450 -0.168 0.005 0.008
H -0.1028 -2.3065 -0.8162 -0.005 0.123 0.098
H 0.3053 -1.9766 0.8835 -0.081 0.035 -0.133
H -1.8936 0.7778 1.0679 0.115 -0.054 -0.097
H -1.6394 0.9087 -0.6923 0.020 -0.092 0.119
```
Forces are in eV/Å.

As for the HOMO-LUMO gap: 10.57 eV. The largest force on an atom comes out at 0.0075 Eh/bohr. As for the total energy: -307.6650 Ha. The calculation puts the lowest unoccupied orbital energy at 0.90 eV. For the energy relative to the best compared isomer or geometry (same formula, charge and spin), the calculation gives 1.290 eV. The value obtained for the HOMO energy is -9.67 eV. Its structure (SMILES) is O[C@@H]1CCOC1.

# 8
The molecule C4H8O2. Source: OMol25; level of theory: ωB97M-V with the def2-TZVPD basis set.

XYZ file:
```
14
Properties=species:S:1:pos:R:3:forces:R:3
C 1.7333 0.6836 -0.2096 -0.721 -0.264 0.684
C 0.2120 -0.1542 -0.0530 0.719 -0.155 -0.420
C -0.2606 -0.0740 -1.4860 0.388 0.087 -0.415
O 0.5128 0.3066 -2.3348 -0.950 -0.284 -0.527
C -1.0909 -0.0880 0.9539 0.710 0.695 -0.206
O -1.6959 -1.3972 1.1298 0.544 0.499 -0.140
H 2.4593 0.3539 -1.0335 -1.827 -0.338 1.062
H 2.2737 0.5077 0.7175 -0.103 0.365 0.255
H 1.6211 1.7564 -0.4312 -0.287 -0.392 0.478
H 0.6168 -1.1450 0.1859 -0.361 -0.195 -0.415
H -1.3201 -0.2883 -1.7746 0.347 -0.095 0.414
H -0.7906 0.2788 1.9384 0.165 0.138 -0.141
H -1.8963 0.5757 0.5687 0.789 -0.098 -0.046
H -2.3747 -1.3161 1.8286 0.586 0.037 -0.582
```
Forces are in eV/Å.

As for the HOMO-LUMO gap: 10.47 eV. The largest force on an atom comes out at 0.0416 Eh/bohr. As for the total energy: -307.6068 Ha. The calculation puts the lowest unoccupied orbital energy at 0.76 eV. For the energy relative to the best compared isomer or geometry (same formula, charge and spin), the calculation gives 2.874 eV. The value obtained for the HOMO energy is -9.71 eV. Its structure (SMILES) is C[C@H](C=O)CO.